w.
DFT (wB97M-V/def2-TZVPD) results for a structure of composition C6H10.

The geometry in ORCA input format:
```
! RIJCOSX wB97M-V def2-TZVPD def2/J DEFGRID3
* xyz 0 1
C -1.248 2.266 -0.452
C 0.978 -0.600 0.446
C -0.687 -0.297 -0.673
C -1.752 -1.182 -0.070
C 2.071 0.420 0.177
C -0.952 1.100 -0.586
H 2.570 0.271 -0.790
H -2.028 -0.844 0.939
H 0.467 -0.496 1.386
H 2.856 0.374 0.945
H -2.680 -1.190 -0.657
H 1.645 1.425 0.191
H -1.397 -2.210 -0.020
H -1.512 3.285 -0.278
H 0.325 -0.683 -0.887
H 1.345 -1.637 0.328
*
```

Values from the calculation:
**HOMO level**: -7.768 eV
**Orbital gap**: 8.858 eV

x.
DFT (wB97M-V/def2-TZVPD) results for an isolated molecule of C6H10.

The geometry in ORCA input format:
```
! RIJCOSX wB97M-V def2-TZVPD def2/J DEFGRID3
* xyz 0 1
C -1.587 0.586 -1.087
C -0.735 0.020 0.072
C -1.235 -1.197 0.303
C 1.479 -0.708 1.113
C 1.365 1.169 -0.516
C 0.721 0.345 0.332
H 0.762 1.606 -1.314
H -2.096 -1.537 -0.265
H -1.217 0.366 -2.012
H 1.619 -0.564 2.196
H -2.668 0.297 -0.981
H 2.440 1.347 -0.472
H -1.514 1.740 -1.026
H 0.838 -1.653 1.239
H -0.722 -2.005 0.754
H 2.512 -0.884 0.577
*
```

Values from the calculation:
**SMILES string**: C=C(C)C(=C)C
**HOMO level**: -8.748 eV
**Orbital gap**: 9.591 eV

y.
DFT (wB97M-V/def2-TZVPD) results for an isolated molecule of C6H10.

The geometry in ORCA input format:
```
! RIJCOSX wB97M-V def2-TZVPD def2/J DEFGRID3
* xyz 0 1
C -0.545 -0.755 -0.284
C -1.083 0.226 -1.272
C -1.188 1.576 -1.006
C -1.412 2.547 -0.125
C 1.269 -1.323 1.434
C 0.798 -0.349 0.355
H 1.442 -2.326 1.028
H 1.566 -0.269 -0.427
H 0.534 -1.411 2.243
H -1.255 -0.087 -2.300
H -0.707 3.381 -0.107
H -1.304 -0.813 0.512
H 2.209 -0.977 1.878
H -0.455 -1.735 -0.763
H 0.685 0.652 0.789
H -0.553 1.662 -1.955
*
```

Values from the calculation:
**HOMO level (spin up / spin down)**: -7.843 / -7.955 eV
**Orbital gap (spin up / spin down)**: 7.488 / 7.616 eV

z.
DFT (wB97M-V/def2-TZVPD) results for an isolated molecule of C6H10.

The geometry in ORCA input format:
```
! RIJCOSX wB97M-V def2-TZVPD def2/J DEFGRID3
* xyz 0 1
C 0.749 -0.027 -0.906
C -0.369 0.630 -0.116
C -0.386 0.169 1.133
C -1.294 1.660 -0.687
C 0.354 -1.131 1.259
C 1.116 -1.286 -0.082
H 0.756 -2.195 -0.572
H -0.489 -1.825 1.258
H 1.590 0.679 -0.935
H 0.498 -0.256 -1.949
H -1.032 0.528 1.930
H -2.181 1.771 -0.053
H -1.640 1.365 -1.686
H 2.201 -1.399 0.021
H 0.936 -1.320 2.168
H -0.810 2.637 -0.783
*
```

Values from the calculation:
**SMILES string**: CC1=CCCC1
**HOMO level**: -8.576 eV
**Orbital gap**: 9.714 eV

How far above the most stable structure does each one sit? In kcal/mol: w 99.3; x 46.4; y 105.7; z 0.0.